A structure of composition C37H38GeN3NaO2STe at a distorted geometry, computed with ωB97M-V/def2-TZVPD.

## Properties
Energy above the lowest of the compared OMol25 structures with the same formula, charge and spin, eV: 0.610
Net charge: -1
Molar mass, g mol⁻¹: 812.00
2S+1: 2
Max |F|, Eh/bohr: 0.0847
Kohn-Sham gap (spin up / spin down), eV: 5.2067 / 6.1031
Highest occupied orbital energy (spin up / spin down), Eh: -0.11601 / -0.14895
LUMO energy (spin up / spin down), eV: 2.1 / 2.0

Each line ends with the Mulliken spin population.
Cartesian coordinates (Å):
1 Na 1.102 -0.907 -2.667  -0.003
2 C 4.789 0.280 -1.023  0.010
3 N 3.820 0.294 -2.110  0.000
4 C 3.400 1.390 -2.724  -0.001
5 S 2.955 1.276 -4.334  0.002
6 N 3.290 2.572 -2.064  0.001
7 C 3.018 2.601 -0.598  0.000
8 H 5.346 -0.615 -1.167  0.008
9 H 4.292 0.243 -0.050  -0.011
10 H 5.377 1.199 -1.121  0.000
11 H 3.886 -0.515 -2.742  -0.002
12 H 2.738 3.252 -2.620  0.000
13 H 3.741 2.083 -0.002  0.002
14 H 2.031 2.139 -0.442  0.000
15 H 2.852 3.623 -0.255  0.000
16 C -1.270 2.369 -4.198  0.000
17 Ge -1.242 0.442 -3.533  0.000
18 C -3.075 0.058 -4.218  0.000
19 C -4.115 0.852 -3.795  0.000
20 C -5.406 0.732 -4.414  0.000
21 C -5.568 -0.236 -5.410  0.000
22 C -4.528 -1.101 -5.734  0.000
23 C -3.284 -0.983 -5.154  0.000
24 C -1.750 0.863 -1.587  0.000
25 C -1.379 2.097 -1.159  0.000
26 C -1.730 2.484 0.201  -0.001
27 C -2.463 1.645 0.991  0.001
28 C -2.764 0.299 0.597  -0.001
29 C -3.352 -0.656 1.434  0.001
30 C -3.541 -1.926 1.090  0.000
31 C -3.133 -2.348 -0.198  0.000
32 C -2.624 -1.410 -1.064  0.000
33 C -2.377 -0.065 -0.719  0.001
34 H -2.278 2.702 -4.001  0.000
35 H -1.158 2.402 -5.281  0.000
36 H -0.602 3.063 -3.747  0.000
37 H -3.913 1.589 -3.020  0.000
38 H -6.265 1.310 -4.106  0.000
39 H -6.579 -0.390 -5.823  0.000
40 H -4.710 -1.950 -6.470  0.000
41 H -2.514 -1.664 -5.439  0.000
42 H -0.814 2.735 -1.822  0.000
43 H -1.344 3.383 0.635  0.000
44 H -2.802 2.065 1.876  0.000
45 H -3.536 -0.372 2.499  0.000
46 H -4.176 -2.633 1.663  0.000
47 H -3.323 -3.364 -0.453  0.000
48 H -2.270 -1.752 -2.033  0.000
49 C -2.944 1.686 6.324  0.000
50 C -1.926 1.126 5.431  0.000
51 C -1.116 2.009 4.661  0.000
52 C -0.220 1.558 3.701  0.003
53 C 0.743 2.614 3.107  0.000
54 C -0.200 0.173 3.422  0.000
55 Te 0.424 -0.320 1.423  -0.009
56 C -0.947 -0.699 4.197  -0.002
57 C -0.811 -2.172 4.078  0.001
58 C -1.738 -0.228 5.182  0.001
59 H -2.853 2.781 6.551  0.000
60 H -2.894 1.219 7.392  0.000
61 H -3.925 1.454 5.919  0.000
62 H -1.212 3.118 4.814  0.000
63 H 1.424 2.994 3.854  0.000
64 H 0.403 3.469 2.545  0.000
65 H 1.375 2.148 2.349  0.001
66 H -0.926 -2.590 3.053  0.000
67 H -1.522 -2.742 4.653  0.000
68 H 0.324 -2.408 4.259  0.000
69 H -2.354 -1.002 5.718  0.000
70 O 2.143 -1.268 1.858  0.079
71 C 2.750 -1.738 0.834  0.242
72 N 2.204 -1.669 -0.442  -0.024
73 C 3.021 -2.407 -1.304  0.107
74 O 2.772 -2.553 -2.528  0.161
75 C 4.194 -2.942 -0.546  0.158
76 C 5.335 -3.587 -0.907  -0.019
77 C 6.278 -3.931 -0.002  0.119
78 C 6.159 -3.437 1.376  0.006
79 C 5.060 -2.713 1.756  0.036
80 C 3.966 -2.525 0.823  0.112
81 H 5.428 -3.934 -1.984  0.001
82 H 7.117 -4.502 -0.148  0.011
83 H 6.929 -3.682 2.102  0.002
84 H 4.790 -2.457 2.789  0.010

Forces on the atoms, in the same order (eV/Å):
0.30 -0.22 -0.03
-0.80 0.81 -0.05
0.66 -0.89 0.11
-0.61 0.48 -0.94
-0.31 0.17 -0.48
-0.20 0.65 0.80
-1.69 0.19 -1.00
0.79 -0.48 0.19
0.22 -0.15 -0.07
0.33 -0.35 0.28
-0.23 0.54 0.41
0.76 -0.77 0.59
0.33 0.14 0.10
0.26 -0.28 0.20
0.56 0.10 -0.19
-0.63 -0.94 -0.39
0.30 0.18 0.21
0.88 -1.04 -0.15
-1.90 0.12 -0.99
1.54 -0.64 0.25
-0.86 0.15 0.61
-0.46 -1.47 -1.30
-0.89 1.38 0.54
0.31 -0.22 -1.72
-0.45 0.10 2.34
0.51 -0.93 -1.53
0.56 -0.56 -1.31
0.56 1.16 -0.76
0.00 1.76 2.82
-1.12 -2.22 -1.13
-0.36 1.30 0.36
0.73 -1.13 -0.66
-0.63 -0.26 1.00
-0.40 0.33 0.15
0.25 -0.09 -0.07
0.83 0.46 0.26
-0.28 -0.02 -0.10
0.05 0.23 0.09
0.66 0.11 0.01
0.17 1.24 0.93
0.63 -0.24 -0.03
-0.06 0.31 0.21
-0.17 0.70 0.00
-0.54 0.20 1.98
-0.19 0.05 -0.95
0.93 0.57 0.09
0.14 -0.56 -0.53
-0.20 0.11 -0.08
-0.45 0.02 3.13
1.85 1.10 -1.85
-0.83 0.48 1.06
0.19 0.67 -0.11
0.51 -1.39 -0.68
0.93 1.20 -1.32
-0.59 -0.10 0.08
0.78 -0.86 -0.84
2.54 -1.20 -1.62
-2.38 -0.17 2.03
-0.02 -0.91 -0.71
-0.15 0.48 -1.83
-0.28 0.19 0.14
0.10 -1.18 -0.01
0.04 0.04 0.55
-1.14 0.29 0.19
0.11 -0.29 0.22
-0.09 0.75 0.28
0.14 -0.06 0.75
-2.19 0.00 0.25
0.62 1.00 -0.26
-0.55 0.90 2.09
1.10 -2.00 -3.71
0.93 -0.53 1.16
0.24 -0.20 0.65
0.09 0.33 0.18
-2.77 2.04 1.45
0.38 -1.69 -3.10
-0.83 1.99 3.51
-0.28 -0.36 -1.26
-2.36 -0.30 0.06
1.57 0.33 -0.45
-0.06 0.49 1.33
1.81 -1.28 -1.04
-0.05 0.04 -0.13
0.81 0.10 -0.25



A cluster of 3 separate species, C3H9N2O in total at a distorted geometry, computed with ωB97M-V/def2-TZVPD.

## Properties
Energy above the lowest of the compared OMol25 structures with the same formula, charge and spin, eV: 4.123
Net charge: +1
Molar mass, g mol⁻¹: 89.12
2S+1: 1
Max |F|, Eh/bohr: 0.1296
Kohn-Sham gap, eV: 9.2417
Highest occupied orbital energy, Eh: -0.52398
LUMO energy, eV: -5.0

Each line ends with the natural charge from an NBO analysis.
Cartesian coordinates (Å):
1 C 1.702 -1.452 2.310  -0.134
2 C 1.008 -0.734 1.463  -0.430
3 C 0.424 -1.064 0.263  0.702
4 N 0.326 -1.192 -0.918  -0.431
5 N -1.105 1.026 -2.615  -1.104
6 O -0.833 0.879 0.606  -0.971
7 H 2.152 -1.031 3.210  0.234
8 H 1.789 -2.467 2.352  0.215
9 H 0.766 0.235 1.824  0.296
10 H -1.693 0.799 -3.533  0.392
11 H 0.026 -0.637 -1.657  0.479
12 H -1.625 1.624 -2.031  0.375
13 H -0.288 1.397 -2.973  0.372
14 H -0.790 1.691 1.228  0.501
15 H -1.857 0.924 0.471  0.505

Forces on the atoms, in the same order (eV/Å):
0.46 0.72 1.57
0.08 0.33 2.01
0.41 -0.45 -5.78
0.71 -0.97 6.56
-2.50 -3.52 -2.86
-3.74 3.00 1.25
-0.28 0.52 -0.39
0.38 -2.77 -0.80
0.07 0.85 -0.44
1.41 0.65 2.86
-1.41 1.42 -2.64
-0.42 1.08 0.49
1.87 1.52 -0.48
0.40 -1.78 -1.34
2.57 -0.58 -0.01